# F2H2O2P

A 2-piece molecular cluster, F2H2O2P overall at a distorted geometry (ωB97M-V with the def2-TZVPD basis set, the Open Molecules 2025 dataset).

As for the strongest force on any atom: 2.896 eV Å⁻¹. Its orbital gap (alpha / beta) is 10.73 / 8.96 eV. Its total energy is -692.3984 a.u. As for the charge: +1. The value obtained for the energy above the lowest of the compared OMol25 structures with the same formula, charge and spin is 119.53 kcal/mol.

Last column: Mulliken charge in e.
Geometry (Å):
O 0.07107 0.07142 -1.23653  -0.299
O 0.20362 -0.01041 1.27402  -0.305
F -3.01643 0.70375 -0.02530  -0.183
F -0.84083 -1.89855 0.05002  -0.109
P -0.61752 -0.35008 0.04822  1.029
H -0.27615 0.34066 -2.09592  0.439
H 0.18110 -0.38434 2.16760  0.429

=====

# F2H2S

A 2-piece molecular cluster, F2H2S overall (ωB97M-V with the def2-TZVPD basis set, the Open Molecules 2025 dataset).

Its SMILES is FF.S. As for the strongest force on any atom: 0.176 eV Å⁻¹. Its orbital gap is 8.65 eV. Its total energy is -598.9268 a.u. The value obtained for the energy above the lowest of the compared OMol25 structures with the same formula, charge and spin is 0.11 kcal/mol.

Last column: Mulliken charge in e.
Geometry (Å):
F -2.55520 0.43898 -0.18054  0.004
F -2.09917 -0.86668 -0.08864  -0.004
S 1.97782 -0.21108 -0.17592  -0.272
H 0.67824 -0.38586 0.10731  0.128
H 1.99832 1.02465 0.33780  0.144

=====

# F2HOPS

A 2-piece molecular cluster, F2HOPS overall at a distorted geometry (ωB97M-V with the def2-TZVPD basis set, the Open Molecules 2025 dataset).

As for the strongest force on any atom: 4.267 eV Å⁻¹. Its orbital gap (alpha / beta) is 7.26 / 7.31 eV. Its total energy is -1015.0923 a.u. The value obtained for the energy above the lowest of the compared OMol25 structures with the same formula, charge and spin is 95.93 kcal/mol.

Last column: Mulliken charge in e.
Geometry (Å):
O 1.41281 -0.27802 0.20138  -0.406
F -0.31774 -1.26194 -0.80171  -0.233
F 0.13933 0.93994 -1.44170  -0.300
P -0.07461 0.11142 -0.00127  0.623
S -3.01242 0.13908 1.23873  -0.036
H 1.85263 0.34952 0.80456  0.352

=====

# F2HPS2

A 2-piece molecular cluster, F2HPS2 overall at a distorted geometry (ωB97M-V with the def2-TZVPD basis set, the Open Molecules 2025 dataset).

As for the strongest force on any atom: 3.809 eV Å⁻¹. Its orbital gap (alpha / beta) is 4.26 / 4.18 eV. Its total energy is -1337.9813 a.u. The value obtained for the energy above the lowest of the compared OMol25 structures with the same formula, charge and spin is 104.42 kcal/mol.

Last column: Mulliken charge in e.
Geometry (Å):
F 0.97517 -0.12719 1.39467  -0.194
F 1.49295 -0.70542 -0.77076  -0.228
P 0.56099 0.42178 -0.05352  0.610
S 1.63845 2.15768 -0.29226  -0.266
S -2.88225 -0.52437 0.14716  -0.098
H -1.78531 -1.22247 -0.42530  0.175